a | C46H38BrClO7P2S2SiTa as an isolated structure, computed with wB97M-V/def2-TZVPD.

```
99
Properties=species:S:1:pos:R:3:mulliken_charge:R:1
Ta -0.545 0.255 -0.238 0.8069
C -0.705 2.063 3.487 -1.8570
Si 0.240 0.969 2.287 0.8916
C 0.586 -0.634 3.226 0.6171
C 0.442 -0.760 4.610 -0.3551
C 0.829 -1.922 5.261 -0.7881
C 1.378 -2.981 4.546 -0.9549
C 1.530 -2.878 3.173 -0.1466
C 1.126 -1.712 2.525 -1.3932
P 1.332 -1.479 0.750 1.7495
C 1.147 -3.152 0.057 0.4931
C 1.949 -3.661 -0.958 -0.4196
C 1.704 -4.930 -1.468 -0.8038
C 0.661 -5.695 -0.971 -0.7402
C -0.138 -5.195 0.049 -0.8541
C 0.103 -3.932 0.561 -0.6405
C 3.081 -1.002 0.539 1.3208
C 3.658 -0.844 -0.722 -0.0312
C 5.002 -0.525 -0.846 -1.0023
C 5.782 -0.325 0.285 -0.8287
C 5.209 -0.448 1.542 -0.8072
C 3.870 -0.789 1.671 -0.8966
C 1.943 1.776 2.080 0.9516
C 2.843 1.800 3.149 -0.3876
C 4.072 2.428 3.034 -0.9803
C 4.420 3.070 1.848 -0.9910
C 3.535 3.081 0.784 -0.2322
C 2.314 2.414 0.896 0.1432
P 1.018 2.554 -0.358 1.1795
C 0.409 4.251 -0.053 1.1917
C -0.406 4.474 1.056 0.3073
C -0.770 5.760 1.421 -0.9149
C -0.316 6.844 0.685 -0.6929
C 0.517 6.635 -0.405 -0.8089
C 0.887 5.348 -0.771 -0.7631
C 1.803 2.674 -1.993 0.2818
C 1.091 3.246 -3.050 -0.6663
C 1.659 3.327 -4.312 -1.0852
C 2.930 2.818 -4.538 -0.8581
C 3.633 2.228 -3.496 -1.1283
C 3.074 2.158 -2.229 -0.4453
H 0.020 2.633 4.078 0.4358
H -1.303 1.442 4.153 0.5462
H -1.402 2.761 3.023 0.6335
H 0.022 0.054 5.192 0.4216
H 0.702 -2.005 6.334 0.4444
H 1.682 -3.886 5.058 0.4556
H 1.952 -3.700 2.609 0.6317
H 2.782 -3.092 -1.343 0.3635
H 2.339 -5.321 -2.253 0.4702
H 0.474 -6.683 -1.372 0.4166
H -0.954 -5.787 0.445 0.4674
H -0.523 -3.551 1.359 0.6568
H 3.055 -0.948 -1.609 0.0517
H 5.439 -0.421 -1.833 0.4425
H 6.830 -0.070 0.186 0.4344
H 5.805 -0.281 2.431 0.4951
H 3.440 -0.881 2.660 0.2138
H 2.581 1.310 4.083 0.4686
H 4.760 2.430 3.871 0.4773
H 5.376 3.573 1.760 0.4542
H 3.792 3.614 -0.125 0.4918
H -0.757 3.637 1.644 -0.4190
H -1.408 5.912 2.284 0.5006
H -0.601 7.851 0.965 0.4140
H 0.891 7.477 -0.974 0.4589
H 1.556 5.217 -1.609 0.3553
H 0.092 3.633 -2.888 0.8682
H 1.099 3.782 -5.120 0.4798
H 3.372 2.881 -5.526 0.4553
H 4.627 1.832 -3.667 0.4903
H 3.635 1.705 -1.421 0.4648
C -4.984 1.806 -0.769 -0.6302
O -4.805 1.371 0.592 -0.4133
C -3.615 1.272 1.166 0.9166
S -3.476 0.642 2.651 -0.2427
S -2.275 1.907 0.149 -0.6790
H -6.045 1.683 -0.958 0.2723
H -4.403 1.188 -1.449 0.2594
H -4.705 2.852 -0.878 0.3389
O -2.873 -3.143 -0.171 -0.5913
Cl -2.396 -1.866 -0.487 1.7394
O -3.349 -1.007 -1.077 -0.5346
O -1.172 -1.883 -1.311 -0.5639
O -1.862 -1.181 0.763 -0.5390
Br -1.808 1.861 -4.915 -0.0806
C -0.356 0.686 -5.164 -0.0215
C -0.001 0.411 -6.475 -0.5807
C 1.070 -0.426 -6.751 -0.6350
C 1.797 -1.000 -5.718 -1.1160
C 1.446 -0.725 -4.412 -0.2886
C 0.373 0.121 -4.113 -0.3328
C 0.084 0.356 -2.696 1.6378
O 0.823 -0.160 -1.768 0.8312
O -0.903 1.010 -2.242 -0.4311
H -0.569 0.856 -7.280 0.4831
H 1.330 -0.631 -7.782 0.4387
H 2.628 -1.660 -5.931 0.4590
H 1.992 -1.172 -3.595 0.3021
```

## Properties
**LUMO**: -0.1413 Eh
**Molecular weight**: 1153.28 g mol⁻¹
**Total charge**: +1
**Multiplicity**: 1

=====

b | C46H38BrClO7P2S2SiTa as an isolated structure, computed with wB97M-V/def2-TZVPD.

```
99
Properties=species:S:1:pos:R:3:mulliken_charge:R:1
Ta -0.965 -1.048 0.099 0.6356
C 0.155 -2.581 3.329 -1.1393
Si 0.862 -1.508 1.977 1.0383
C 2.410 -2.225 1.194 1.0797
C 3.325 -3.021 1.883 -0.4114
C 4.507 -3.422 1.279 -0.8446
C 4.799 -3.027 -0.022 -0.9543
C 3.899 -2.245 -0.727 -0.3416
C 2.707 -1.858 -0.119 -0.7750
P 1.500 -0.818 -0.978 1.9259
C 1.612 -1.324 -2.727 0.6654
C 1.706 -0.420 -3.782 -0.5648
C 1.754 -0.871 -5.094 -0.6821
C 1.708 -2.228 -5.368 -0.7587
C 1.623 -3.136 -4.322 -0.9161
C 1.575 -2.692 -3.011 -0.6429
C 2.175 0.876 -0.847 1.4905
C 1.708 1.936 -1.628 -0.1810
C 2.286 3.191 -1.532 -0.8898
C 3.299 3.426 -0.612 -0.9636
C 3.742 2.392 0.197 -0.8044
C 3.199 1.122 0.068 -1.0544
C 1.448 0.128 2.731 0.7434
C 2.682 0.280 3.369 -0.4698
C 3.050 1.495 3.924 -0.7731
C 2.187 2.586 3.861 -1.0364
C 0.955 2.456 3.247 -0.6682
C 0.600 1.234 2.676 0.2002
P -1.040 0.930 1.974 1.5713
C -2.078 0.565 3.425 1.4515
C -1.480 0.406 4.675 -1.0984
C -2.249 0.088 5.784 -0.8547
C -3.620 -0.075 5.661 -0.7731
C -4.223 0.081 4.421 -1.3104
C -3.458 0.396 3.311 -0.4685
C -1.571 2.530 1.292 1.0032
C -0.617 3.269 0.592 -0.3164
C -0.955 4.481 0.015 -0.8129
C -2.254 4.965 0.121 -0.8543
C -3.206 4.234 0.814 -0.7803
C -2.867 3.022 1.400 -0.8954
H 0.880 -2.668 4.143 0.5209
H -0.756 -2.144 3.743 0.1412
H -0.090 -3.574 2.950 0.2921
H 3.107 -3.345 2.894 0.5256
H 5.205 -4.048 1.820 0.4388
H 5.724 -3.337 -0.489 0.4641
H 4.120 -1.949 -1.745 0.6288
H 1.779 0.642 -3.607 0.3124
H 1.835 -0.154 -5.900 0.4901
H 1.747 -2.578 -6.391 0.3951
H 1.605 -4.200 -4.524 0.4478
H 1.525 -3.415 -2.209 0.6591
H 0.884 1.806 -2.315 -0.4188
H 1.931 3.990 -2.170 0.5691
H 3.741 4.410 -0.529 0.4240
H 4.527 2.562 0.922 0.5135
H 3.583 0.321 0.685 0.3002
H 3.371 -0.556 3.423 0.4379
H 4.012 1.598 4.410 0.4341
H 2.476 3.532 4.299 0.4305
H 0.276 3.299 3.211 0.5618
H -0.411 0.523 4.793 0.3645
H -1.770 -0.034 6.747 0.4828
H -4.217 -0.327 6.527 0.4157
H -5.291 -0.050 4.313 0.4738
H -3.950 0.504 2.356 0.6270
H 0.398 2.905 0.508 0.1646
H -0.201 5.053 -0.510 0.5074
H -2.518 5.916 -0.323 0.4298
H -4.216 4.609 0.910 0.4810
H -3.621 2.482 1.953 0.3608
C -1.544 -4.797 -2.375 -0.7136
O -2.023 -5.129 -1.063 -0.4485
C -1.546 -4.574 0.037 0.3966
S -2.121 -4.987 1.493 -0.2542
S -0.187 -3.403 -0.167 -0.4963
H -2.165 -5.381 -3.047 0.3474
H -0.499 -5.087 -2.483 0.3340
H -1.657 -3.736 -2.579 0.2189
O -4.762 -1.688 1.391 -0.6172
Cl -3.594 -1.669 0.629 1.8756
O -3.581 -2.543 -0.485 -0.5261
O -3.217 -0.311 0.156 -0.6395
O -2.368 -1.990 1.469 -0.6387
Br -1.971 -1.458 -4.952 -0.0670
C -2.015 0.386 -4.568 0.1352
C -2.324 1.229 -5.627 -0.6620
C -2.390 2.599 -5.435 -0.6420
C -2.152 3.149 -4.182 -1.0078
C -1.840 2.317 -3.127 -0.2679
C -1.761 0.929 -3.303 -0.4155
C -1.402 0.152 -2.117 1.6464
O -1.086 0.754 -1.023 0.3949
O -1.344 -1.110 -2.042 -0.2393
H -2.516 0.802 -6.601 0.4826
H -2.635 3.238 -6.272 0.4163
H -2.216 4.218 -4.029 0.4736
H -1.656 2.724 -2.140 0.2690
```

## Properties
**LUMO**: -0.1457 Eh
**Molecular weight**: 1153.28 g mol⁻¹
**Total charge**: +1
**Multiplicity**: 1

=====

Of them, the most stable is b and the least stable is a.

=====

a | Cl2H5NSi2 in the gas phase, computed with wB97M-V/def2-TZVPD.

```
10
Properties=species:S:1:pos:R:3:nbo_charge:R:1
Si 1.481 0.634 0.262 1.0766
N 0.068 -0.545 0.338 -1.4666
Si -1.405 -0.398 -0.540 1.4634
Cl -1.651 1.599 -0.627 -0.3554
Cl -2.843 -1.011 0.765 -0.3937
H 2.371 -0.390 0.505 -0.2044
H 1.764 1.476 -0.960 -0.1578
H 1.394 1.440 1.466 -0.1770
H 0.336 -1.502 0.417 0.4059
H -1.516 -1.304 -1.624 -0.1910
```

## Properties
**LUMO**: 0.0252 Eh
**Molecular weight**: 146.13 g mol⁻¹
**Structure (SMILES)**: [SiH3]N[SiH](Cl)Cl
**Multiplicity**: 1

=====

b | A 2-piece molecular cluster, Cl2H5NSi2 overall, computed with wB97M-V/def2-TZVPD.

```
10
Properties=species:S:1:pos:R:3:nbo_charge:R:1
Si -1.534 -0.274 -0.221 1.0929
N 0.193 -0.266 -0.073 -1.6042
Si 1.356 -0.835 0.910 1.5562
Cl 3.107 0.039 0.417 -0.3446
H -1.949 1.057 0.154 -0.1678
H -1.457 -0.591 -1.678 -0.1708
H -2.013 -1.373 0.628 -0.1943
H 1.391 -2.065 1.737 -0.1556
Cl 0.595 2.761 -0.685 -0.3249
H 0.311 1.547 -1.191 0.3130
```

## Properties
**LUMO**: -0.0212 Eh
**Molecular weight**: 146.13 g mol⁻¹
**Structure (SMILES)**: [SiH3]/N=[SiH]/Cl.Cl
**Multiplicity**: 1

=====

Of them, the most stable is a and the least stable is b.